No. 1
{"formula": "C42H62NP3PdSi", "method": "the ωB97M-V functional and the def2-TZVPD basis", "symbols": ["Pd", "C", "C", "C", "P", "C", "C", "C", "C", "C", "C", "C", "C", "C", "Si", "C", "C", "C", "C", "C", "C", "P", "C", "C", "C", "C", "C", "C", "C", "C", "C", "C", "C", "C", "P", "C", "C", "C", "C", "C", "C", "H", "H", "H", "H", "H", "H", "H", "H", "H", "H", "H", "H", "H", "H", "H", "H", "H", "H", "H", "H", "H", "H", "H", "H", "H", "H", "H", "H", "H", "H", "H", "H", "H", "H", "H", "H", "H", "H", "H", "H", "H", "H", "H", "H", "H", "H", "H", "H", "H", "H", "H", "H", "H", "H", "C", "C", "C", "C", "C", "C", "N", "H", "H", "H", "H", "H", "H", "H", "H"], "coordinates": [[-0.4105, -0.3710, -0.2920], [3.6539, -3.5512, 0.5285], [2.2548, -2.9623, 0.7005], [2.0124, -2.6194, 2.1701], [1.8262, -1.4848, -0.3302], [2.1649, -1.9333, -2.1043], [3.5604, -1.7287, -2.6868], [1.6261, -3.3347, -2.4099], [3.0955, -0.2924, 0.2609], [4.4764, -0.4152, 0.0866], [5.3396, 0.5167, 0.6383], [4.8359, 1.5833, 1.3733], [3.4688, 1.7052, 1.5574], [2.5855, 0.7676, 1.0168], [0.7129, 0.8865, 1.2225], [0.1770, 0.5123, 2.9874], [0.9380, 0.8476, 4.1098], [0.4053, 0.7480, 5.3843], [-0.9111, 0.3361, 5.5540], [-1.6751, -0.0100, 4.4520], [-1.1314, 0.0467, 3.1688], [-1.9821, -0.5200, 1.6365], [-3.4377, 0.5978, 1.4385], [-3.0310, 2.0631, 1.4092], [-4.1757, 0.1989, 0.1635], [-2.7687, -2.1437, 2.1086], [-1.8987, -2.9667, 3.0597], [-4.1910, -2.0831, 2.6728], [0.3746, 2.7262, 1.0240], [0.5069, 3.6496, 2.0606], [0.2751, 4.9989, 1.8481], [-0.0821, 5.4390, 0.5829], [-0.1961, 4.5340, -0.4610], [0.0256, 3.1725, -0.2539], [-0.1505, 1.8517, -1.5354], [-1.3083, 2.5890, -2.8063], [-0.8621, 3.7430, -3.7159], [-2.6588, 2.9153, -2.1683], [1.5192, 1.7943, -2.3588], [1.4248, 1.1083, -3.7240], [2.3009, 3.1026, -2.4277], [3.7036, -4.5135, 1.0438], [4.4096, -2.9086, 0.9798], [3.9228, -3.7241, -0.5124], [1.5308, -3.7159, 0.4018], [2.7789, -1.9331, 2.5379], [2.0508, -3.5244, 2.7802], [1.0443, -2.1418, 2.3302], [1.4940, -1.2397, -2.6133], [4.2928, -2.4254, -2.2767], [3.9349, -0.7160, -2.5409], [3.5122, -1.9125, -3.7629], [2.1538, -4.1127, -1.8550], [1.7699, -3.5426, -3.4725], [0.5580, -3.4131, -2.1999], [4.8876, -1.2320, -0.4864], [6.4070, 0.4156, 0.4878], [5.5089, 2.3225, 1.7891], [3.0831, 2.5575, 2.1056], [1.9606, 1.1882, 3.9881], [1.0100, 0.9974, 6.2472], [-1.3366, 0.2689, 6.5471], [-2.6922, -0.3491, 4.6030], [-4.0900, 0.4437, 2.3038], [-2.3916, 2.2719, 0.5544], [-2.4951, 2.3665, 2.3096], [-3.9228, 2.6885, 1.3191], [-3.5081, 0.2584, -0.6968], [-5.0234, 0.8689, -0.0001], [-4.5536, -0.8240, 0.1865], [-2.8200, -2.6578, 1.1419], [-1.9224, -2.5559, 4.0681], [-0.8576, -3.0234, 2.7525], [-2.2852, -3.9865, 3.1084], [-4.2509, -1.5383, 3.6164], [-4.5254, -3.1038, 2.8715], [-4.9060, -1.6389, 1.9834], [0.7582, 3.3109, 3.0592], [0.3568, 5.7011, 2.6684], [-0.2811, 6.4887, 0.4061], [-0.4847, 4.9059, -1.4270], [-1.4705, 1.7432, -3.4738], [-1.6603, 3.9240, -4.4411], [0.0350, 3.5149, -4.2831], [-0.6898, 4.6842, -3.2045], [-2.6002, 3.7868, -1.5143], [-3.0423, 2.0873, -1.5776], [-3.3880, 3.1317, -2.9519], [2.0753, 1.1226, -1.6976], [0.9890, 1.7575, -4.4804], [0.8199, 0.2015, -3.6923], [2.4239, 0.8347, -4.0704], [1.7994, 3.8563, -3.0354], [3.2813, 2.9177, -2.8738], [2.4606, 3.5258, -1.4360], [-0.9533, -3.8940, 0.0524], [-1.6159, -3.2689, -1.1271], [-2.3469, -3.9572, -2.0711], [-2.6932, -3.0169, -3.0665], [-2.1472, -1.8164, -2.6673], [-2.2497, -0.5387, -3.4174], [-1.4850, -1.9358, -1.4676], [-1.6485, -4.4596, 0.6775], [-0.4891, -3.1282, 0.6733], [-0.1750, -4.6006, -0.2539], [-2.5834, -5.0100, -2.0436], [-3.2675, -3.1828, -3.9650], [-2.9111, -0.6686, -4.2755], [-1.2781, -0.2118, -3.8022], [-2.6608, 0.2625, -2.8020]], "lowdin_charge": [0.315, -0.097, -0.528, -0.110, 1.056, -0.515, -0.111, -0.090, -0.364, -0.095, -0.069, -0.073, -0.085, -0.280, 0.515, -0.288, -0.095, -0.074, -0.073, -0.087, -0.359, 1.057, -0.541, -0.104, -0.113, -0.507, -0.117, -0.106, -0.288, -0.089, -0.073, -0.070, -0.085, -0.366, 1.063, -0.520, -0.098, -0.115, -0.524, -0.112, -0.090, 0.085, 0.068, 0.057, 0.063, 0.082, 0.089, 0.037, 0.052, 0.065, 0.062, 0.083, 0.070, 0.086, 0.057, 0.085, 0.105, 0.104, 0.096, 0.099, 0.104, 0.104, 0.097, 0.100, 0.037, 0.076, 0.088, 0.038, 0.088, 0.068, 0.079, 0.068, 0.046, 0.085, 0.067, 0.085, 0.058, 0.096, 0.104, 0.104, 0.074, 0.056, 0.085, 0.049, 0.055, 0.074, 0.033, 0.088, 0.061, 0.067, 0.046, 0.081, 0.065, 0.082, 0.072, -0.088, -0.442, -0.097, -0.094, -0.413, -0.063, -0.027, 0.076, 0.018, 0.072, 0.088, 0.085, 0.083, 0.047, 0.035], "homo_energy_ha": -0.2292, "e_lumo_ev": 0.57, "total_energy_ev": -85277.883, "homo_lumo_gap_ev": 6.8}

=====

No. 2
{"formula": "C42H63As3NaO7P2", "method": "the ωB97M-V functional and the def2-TZVPD basis", "symbols": ["Na", "C", "C", "C", "O", "P", "O", "C", "P", "O", "O", "C", "C", "C", "O", "C", "C", "C", "O", "C", "C", "C", "H", "H", "H", "H", "H", "H", "H", "H", "H", "H", "H", "H", "H", "H", "H", "H", "H", "H", "H", "H", "H", "H", "H", "H", "H", "H", "H", "H", "H", "H", "C", "C", "As", "C", "C", "C", "C", "C", "C", "C", "C", "C", "C", "C", "C", "As", "C", "C", "C", "C", "C", "C", "C", "C", "C", "C", "C", "C", "H", "H", "H", "H", "H", "H", "H", "H", "H", "H", "H", "H", "H", "H", "H", "H", "H", "H", "H", "H", "H", "H", "H", "H", "C", "As", "C", "C", "O", "H", "H", "H", "H", "H", "H", "H", "H", "H"], "coordinates": [[12.2795, 11.6745, 10.3443], [8.1111, 6.8738, 10.5646], [9.3125, 7.7806, 10.5299], [9.9083, 7.7585, 9.0933], [8.8033, 9.1535, 10.8994], [9.6304, 10.3100, 11.6436], [11.1023, 10.2336, 11.3887], [8.7197, 11.6874, 10.9607], [9.5009, 13.2865, 11.0755], [10.9505, 13.3055, 11.4263], [8.5737, 14.1094, 12.1495], [8.7409, 14.0441, 13.6253], [9.8456, 15.0628, 13.9928], [7.4248, 14.4273, 14.3038], [9.2559, 13.9900, 9.6989], [8.3120, 14.4985, 8.7127], [7.0123, 15.0191, 9.3879], [8.0253, 13.4014, 7.6695], [9.2933, 10.3401, 13.1753], [8.1930, 9.4697, 13.8124], [6.8461, 9.7962, 13.2338], [8.3481, 9.7452, 15.2818], [8.3700, 5.8302, 10.2803], [7.3691, 7.1793, 9.8114], [7.6170, 6.7996, 11.5558], [10.0826, 7.5886, 11.2661], [9.2378, 8.1775, 8.3262], [10.0791, 6.7579, 8.7044], [10.8309, 8.3066, 9.0743], [7.7717, 11.8100, 11.5084], [8.4513, 11.4417, 9.9342], [9.0490, 13.0444, 13.8619], [9.5126, 16.0162, 13.6065], [10.7706, 14.8297, 13.4296], [9.9654, 15.1453, 15.0692], [6.8471, 15.1470, 13.7030], [7.6118, 14.9590, 15.2457], [6.7830, 13.6244, 14.5881], [8.8286, 15.3590, 8.2722], [6.4181, 14.1966, 9.7361], [6.4441, 15.5208, 8.6324], [7.1109, 15.7282, 10.2463], [7.3517, 12.6564, 8.0718], [8.9482, 12.9183, 7.3011], [7.5143, 13.9228, 6.8699], [8.5191, 8.4405, 13.5290], [6.5672, 10.8772, 13.3698], [6.1114, 9.2208, 13.7700], [6.7992, 9.6274, 12.1386], [8.5497, 10.8052, 15.4284], [9.0660, 9.0558, 15.6531], [7.4058, 9.5022, 15.8631], [17.1224, 11.0920, 13.9467], [16.0972, 10.7475, 15.0397], [14.3519, 11.7329, 14.8173], [14.9107, 13.6541, 14.9663], [14.2525, 14.5327, 14.1291], [14.5653, 15.8840, 14.2101], [15.4509, 16.3608, 15.1670], [16.1602, 15.4896, 15.9399], [15.8943, 14.0884, 15.8468], [13.8794, 11.4352, 16.7281], [13.8754, 12.4230, 17.7371], [13.6754, 12.0617, 19.0799], [13.3032, 10.7507, 19.4357], [13.2290, 9.8068, 18.4152], [13.4982, 10.1428, 17.0874], [16.2750, 11.4887, 12.1471], [18.1414, 11.8413, 11.4482], [18.3511, 13.2120, 11.1106], [19.6365, 13.5895, 10.6550], [20.5864, 12.6279, 10.3739], [20.3954, 11.3109, 10.7400], [19.1877, 10.9326, 11.3352], [16.2185, 9.6538, 11.3989], [16.7626, 9.4227, 10.1450], [16.7813, 8.1774, 9.5825], [16.3186, 7.0625, 10.3244], [15.5699, 7.3084, 11.4850], [15.5471, 8.5860, 12.0669], [17.9366, 10.3475, 13.8320], [17.6066, 12.0563, 14.2037], [16.5339, 10.9477, 16.0566], [15.9258, 9.6596, 14.9717], [13.4690, 14.1494, 13.4902], [14.0889, 16.6076, 13.5734], [15.5851, 17.4502, 15.2839], [16.8491, 15.8550, 16.7158], [16.3964, 13.3626, 16.4950], [13.9801, 13.4924, 17.4397], [13.7185, 12.8294, 19.8324], [13.1761, 10.4504, 20.4897], [12.9604, 8.7729, 18.5757], [13.3641, 9.4017, 16.3161], [17.5929, 13.9541, 11.3548], [19.8470, 14.6468, 10.4578], [21.5788, 12.9687, 10.0362], [21.1267, 10.5420, 10.5295], [19.0225, 9.9011, 11.6885], [17.0644, 10.2213, 9.5075], [17.1688, 8.0684, 8.5701], [16.4802, 6.0655, 10.0001], [15.0602, 6.5014, 11.9658], [14.9632, 8.7693, 12.9366], [12.2867, 13.1951, 6.0357], [13.8866, 13.2020, 7.2123], [14.3900, 15.0151, 7.5097], [15.4412, 12.3756, 6.2141], [13.5206, 12.3902, 8.6531], [12.4709, 13.0524, 4.9257], [11.6898, 14.1281, 6.2307], [11.7533, 12.3470, 6.4162], [14.3851, 15.6723, 6.5756], [15.3934, 15.0427, 7.9801], [13.6761, 15.4432, 8.2113], [16.1052, 11.9899, 7.0021], [15.8777, 13.0713, 5.5161], [14.9633, 11.5596, 5.5998]], "lowdin_charge": [0.383, -0.060, -0.365, -0.034, -0.229, 0.481, -0.288, -0.207, 0.501, -0.268, -0.214, -0.384, -0.034, -0.035, -0.181, -0.368, -0.035, -0.034, -0.193, -0.367, -0.055, -0.032, 0.099, 0.094, 0.085, 0.135, 0.091, 0.084, 0.063, 0.086, 0.082, 0.113, 0.083, 0.067, 0.085, 0.093, 0.086, 0.057, 0.142, 0.071, 0.073, 0.099, 0.073, 0.083, 0.085, 0.145, 0.101, 0.086, 0.079, 0.087, 0.072, 0.113, -0.442, -0.464, 1.243, -0.429, -0.138, -0.086, -0.108, -0.079, -0.111, -0.409, -0.104, -0.083, -0.085, -0.100, -0.148, 1.260, -0.404, -0.118, -0.100, -0.113, -0.082, -0.122, -0.401, -0.169, -0.081, -0.068, -0.084, -0.091, 0.073, 0.062, 0.078, 0.052, 0.078, 0.097, 0.116, 0.111, 0.105, 0.102, 0.094, 0.110, 0.097, 0.086, 0.080, 0.103, 0.112, 0.104, 0.112, 0.091, 0.106, 0.087, 0.091, 0.072, -0.203, 1.022, -0.237, -0.177, -0.564, 0.060, 0.046, 0.000, 0.073, 0.049, 0.032, 0.032, 0.024, 0.047], "e_above_lowest_kj_mol": 92.6, "charge": 1, "homo_energy_ha": -0.3572, "e_lumo_ev": -1.92, "total_energy_ev": -264417.871, "homo_lumo_gap_ev": 7.8}